w) {"formula": "C6H14O", "method": "ωB97M-V/def2-TZVPD", "orbital_gap_ha": 0.395, "smiles": "C=CCCCOC.[H][H]", "mol_weight_g_mol": 102.18, "lumo_ev": 1.163, "e_homo_ev": -9.5761, "species": ["H", "H", "H", "O", "C", "H", "C", "C", "H", "C", "H", "H", "H", "C", "H", "C", "H", "H", "H", "H", "H"], "positions_angstrom": [[1.948, -0.328, 0.625], [1.386, -3.432, -1.366], [-0.950, 0.323, -0.628], [-1.589, 1.728, 0.754], [1.101, -0.900, 1.031], [-0.203, -2.500, 0.220], [-0.565, 0.922, 0.217], [0.785, -2.050, 0.112], [1.040, -0.446, -2.788], [1.649, -2.581, -0.746], [-2.942, 3.163, 0.339], [0.252, 1.554, -0.178], [1.446, -1.329, 1.980], [-2.172, 2.591, -0.185], [0.996, -0.093, -2.137], [-0.066, 0.041, 1.353], [0.231, 0.714, 2.166], [-0.921, -0.538, 1.725], [2.650, -2.169, -0.872], [-1.436, 3.292, -0.609], [-2.640, 2.036, -1.013]], "mulliken_charge": [0.313, 0.267, 0.345, -0.325, -0.546, 0.277, -0.437, -0.018, 0.267, -0.895, 0.253, 0.336, 0.306, -0.722, -0.276, -0.564, 0.297, 0.264, 0.279, 0.289, 0.290]}

---

x) {"formula": "C6H14O", "method": "ωB97M-V/def2-TZVPD", "orbital_gap_ha": 0.362, "smiles": "C=C(C)C.C=O.C", "mol_weight_g_mol": 102.18, "lumo_ev": 0.665, "e_homo_ev": -9.1774, "species": ["C", "H", "C", "H", "H", "H", "H", "H", "C", "H", "H", "H", "C", "C", "H", "C", "H", "H", "H", "O", "H"], "positions_angstrom": [[-0.472, -0.336, 1.272], [-0.581, -1.412, 1.294], [1.099, 0.927, -1.119], [-2.220, 1.937, 0.874], [-1.190, 2.441, -0.468], [1.427, 1.463, -0.208], [0.040, 0.118, 2.117], [0.290, 1.418, -1.688], [-1.212, 1.856, 0.456], [1.186, -1.113, 0.578], [-2.571, -0.743, -0.594], [2.920, -1.358, 0.409], [-0.982, 0.382, 0.272], [1.954, -1.864, 0.419], [1.782, -2.337, -0.549], [-1.624, -0.302, -0.913], [-0.994, -1.101, -1.322], [-0.517, 2.297, 1.179], [1.880, -2.585, 1.233], [1.617, -0.086, -1.512], [-1.833, 0.398, -1.730]], "mulliken_charge": [-1.232, 0.441, -0.136, 0.369, 0.346, 0.281, 0.345, 0.264, -1.302, -0.230, 0.399, 0.292, 0.767, -0.670, 0.285, -1.201, 0.321, 0.380, 0.373, -0.416, 0.323]}

---

Which structure loses on stability? x) does.

---

w) {"formula": "C4H4F2", "method": "ωB97M-V/def2-TZVPD", "orbital_gap_ha": 0.352, "mol_weight_g_mol": 90.07, "lumo_ev": 0.733, "e_homo_ev": -8.8480, "species": ["F", "H", "C", "C", "F", "H", "H", "C", "C", "H"], "positions_angstrom": [[-3.024, -1.898, -0.171], [0.660, 1.088, -0.331], [-1.358, -0.020, 0.619], [-2.618, 0.619, 0.176], [-3.110, 1.799, -0.243], [0.981, -0.685, 0.078], [-1.199, -0.175, 1.700], [-2.604, -0.679, 0.089], [0.381, -0.012, -0.446], [0.157, -0.268, -1.454]], "mulliken_charge": [-0.241, 0.255, -0.329, 0.313, -0.238, 0.323, 0.284, 0.231, -0.894, 0.296]}

---

x) {"formula": "C4H4F2", "method": "ωB97M-V/def2-TZVPD", "orbital_gap_ha": 0.421, "smiles": "C#CCC(F)F", "mol_weight_g_mol": 90.07, "lumo_ev": 1.012, "e_homo_ev": -10.4439, "species": ["H", "H", "C", "C", "F", "F", "H", "C", "H", "C"], "positions_angstrom": [[-1.641, -0.119, -0.004], [-0.842, 1.019, 1.079], [0.049, 0.778, -0.812], [0.094, -0.957, 0.739], [1.286, -0.644, 1.310], [-0.662, -1.701, 1.589], [1.217, 1.744, -2.478], [0.854, 1.171, -1.625], [0.326, -1.578, -0.108], [-0.681, 0.287, 0.312]], "mulliken_charge": [0.255, 0.305, -0.530, 0.164, -0.245, -0.268, 0.396, 0.082, 0.285, -0.443]}

---

Which structure loses on stability? w) does.

---

w) {"formula": "C8H13NO", "method": "ωB97M-V/def2-TZVPD", "orbital_gap_ha": 0.319, "smiles": "CC(=C=N)C(C)C.C=C=O", "mol_weight_g_mol": 139.20, "lumo_ev": 0.580, "e_homo_ev": -8.0882, "species": ["H", "C", "H", "H", "H", "H", "C", "C", "H", "N", "H", "H", "C", "H", "O", "C", "C", "H", "H", "C", "H", "H", "C"], "positions_angstrom": [[-0.147, 0.568, -2.728], [-0.974, 0.169, -0.047], [-0.870, -0.152, 3.119], [-0.547, -2.522, 0.342], [1.715, 2.028, 3.837], [-2.644, 1.413, -0.531], [-0.991, -0.156, 1.210], [2.456, 1.957, 3.022], [-1.312, -1.088, -1.666], [-1.312, -0.577, 2.298], [1.029, -1.674, -0.091], [-1.331, 1.647, -1.432], [-1.591, 1.434, -0.478], [-1.298, 2.322, -0.020], [2.712, 0.072, 1.434], [0.163, -2.027, -0.496], [0.492, -0.064, -2.055], [0.979, -0.961, -2.599], [3.224, 2.704, 3.184], [2.474, 0.953, 2.181], [0.356, -2.889, -1.210], [1.150, 0.501, -1.509], [-0.455, -0.812, -1.130]], "mulliken_charge": [0.332, 0.448, 0.272, 0.316, 0.216, 0.377, 0.300, -0.992, 0.313, -0.605, 0.367, 0.438, -1.925, 0.465, -0.363, -1.535, -1.234, 0.364, 0.276, 0.856, 0.375, 0.346, 0.594]}

---

x) {"formula": "C8H13NO", "method": "ωB97M-V/def2-TZVPD", "orbital_gap_ha": 0.376, "smiles": "CCc1ccno1.C=CC", "mol_weight_g_mol": 139.20, "lumo_ev": 0.931, "e_homo_ev": -9.3114, "species": ["C", "H", "C", "H", "H", "C", "H", "H", "H", "H", "C", "H", "N", "C", "H", "H", "C", "H", "H", "O", "H", "C", "C"], "positions_angstrom": [[-1.467, -0.576, 0.045], [1.833, 2.621, -1.638], [-2.821, 0.863, 0.967], [-3.613, 1.417, 1.461], [3.592, 1.338, -1.452], [-2.328, -0.432, 1.110], [3.373, -0.471, -0.976], [-2.563, -1.095, 1.922], [-0.849, -2.887, 1.509], [0.091, -1.475, -1.142], [1.488, 2.392, -0.656], [1.898, 3.173, -0.056], [-2.393, 1.324, -0.180], [-0.669, -1.696, -0.394], [0.437, 2.359, -0.513], [-1.435, -2.247, -0.798], [1.907, 0.955, -0.479], [1.164, 0.356, 0.046], [0.224, -1.576, 1.543], [-1.519, 0.478, -0.728], [0.758, -2.933, 0.575], [2.981, 0.523, -1.044], [-0.092, -2.412, 0.877]], "mulliken_charge": [0.288, 0.351, -0.435, 0.429, 0.223, -0.254, 0.309, 0.355, 0.344, 0.379, -1.150, 0.312, -0.516, -0.461, 0.253, 0.401, 0.528, 0.043, 0.330, -0.069, 0.369, -0.869, -1.159]}

---

Which structure loses on stability? w) does.

---

w) {"formula": "C5H14OS", "method": "ωB97M-V/def2-TZVPD", "orbital_gap_ha": 0.333, "smiles": "CCCCSC.O", "mol_weight_g_mol": 122.23, "lumo_ev": 0.687, "e_homo_ev": -8.3858, "species": ["H", "C", "H", "C", "O", "H", "H", "H", "C", "H", "C", "H", "S", "H", "H", "H", "H", "H", "H", "H", "C"], "positions_angstrom": [[1.945, 0.448, -1.736], [0.427, -0.511, 0.324], [-2.781, -1.074, 2.048], [-0.640, 0.463, 0.834], [2.622, 2.391, 0.755], [1.389, -0.049, 0.539], [2.439, 1.849, 1.529], [-0.389, 1.460, 0.474], [-2.827, -1.223, 0.959], [0.892, 0.006, -3.113], [0.363, -0.861, -1.163], [0.346, 1.171, -1.919], [-2.292, 0.301, 0.133], [0.380, -1.459, 0.875], [-2.125, -2.019, 0.719], [3.511, 2.736, 0.945], [-0.651, -1.137, -1.439], [-0.639, 0.457, 1.919], [-3.852, -1.441, 0.685], [0.960, -1.767, -1.321], [0.923, 0.258, -2.047]], "mulliken_charge": [0.299, -0.510, 0.245, -0.702, -0.608, 0.209, 0.317, 0.305, -0.823, 0.359, -0.422, 0.273, -0.091, 0.296, 0.253, 0.296, 0.293, 0.455, 0.345, 0.334, -1.123]}

---

x) {"formula": "C5H14OS", "method": "ωB97M-V/def2-TZVPD", "orbital_gap_ha": 0.330, "smiles": "CCCCSC.O", "mol_weight_g_mol": 122.23, "lumo_ev": 0.756, "e_homo_ev": -8.2354, "species": ["C", "C", "H", "H", "H", "H", "C", "O", "H", "C", "H", "S", "H", "H", "C", "H", "H", "H", "H", "H", "H"], "positions_angstrom": [[-0.296, 1.618, -0.816], [0.738, 0.911, -1.685], [2.647, 1.858, -1.143], [-1.757, -0.399, 2.853], [-0.018, 2.678, -0.766], [-2.766, -4.440, -0.515], [-0.229, 1.182, 0.653], [-1.964, -3.995, -0.273], [0.503, -0.122, -1.966], [2.154, 0.886, -1.153], [0.686, 1.579, 1.098], [-0.325, -0.605, 0.844], [-0.649, -1.678, 3.025], [-1.043, 1.629, 1.230], [-0.736, -0.687, 2.581], [0.818, 1.393, -2.667], [2.262, 0.334, -0.213], [2.737, 0.227, -1.799], [-0.051, -0.016, 3.104], [-1.276, 1.598, -1.284], [-1.435, -3.952, -1.106]], "mulliken_charge": [-0.663, -0.426, 0.291, 0.288, 0.289, 0.302, -0.805, -0.616, 0.311, -1.120, 0.348, -0.005, 0.326, 0.495, -0.928, 0.347, 0.306, 0.361, 0.282, 0.302, 0.314]}

---

Which structure loses on stability? x) does.

---

w) {"formula": "C4H8FNO", "method": "ωB97M-V/def2-TZVPD", "orbital_gap_ha": [0.284, 0.308], "mol_weight_g_mol": 105.11, "lumo_ev": [0.482, 0.850], "e_homo_ev": [-7.2559, -7.5364], "species": ["H", "O", "C", "N", "H", "H", "H", "H", "C", "H", "H", "F", "C", "C", "H"], "positions_angstrom": [[2.580, -1.576, 0.698], [-0.486, 0.410, -0.155], [2.414, -0.487, 0.713], [1.709, -0.085, -0.456], [1.875, -0.089, 1.589], [-1.951, -0.795, 1.121], [3.412, -0.058, 0.822], [2.092, -0.446, -1.372], [0.607, 0.873, -0.555], [-3.087, 0.589, 1.123], [-3.464, -0.851, 0.004], [0.718, 1.369, -1.903], [-1.708, 0.416, -0.602], [-2.650, -0.223, 0.393], [-2.062, 0.953, -1.419]], "mulliken_charge": [0.248, -0.090, -0.722, -0.161, 0.275, 0.237, 0.279, 0.236, 0.127, 0.214, 0.315, -0.299, -0.230, -0.904, 0.474]}

---

x) {"formula": "C4H8FNO", "method": "ωB97M-V/def2-TZVPD", "orbital_gap_ha": 0.398, "smiles": "C=C1O[C@]1(C)N.F", "mol_weight_g_mol": 105.11, "lumo_ev": 0.721, "e_homo_ev": -10.1032, "species": ["H", "O", "F", "H", "C", "C", "H", "C", "H", "N", "H", "H", "H", "C", "H"], "positions_angstrom": [[0.335, -2.808, -0.669], [-1.090, 0.181, -1.278], [2.900, 2.099, 0.698], [-1.125, -0.827, 1.681], [-0.206, -2.244, -1.337], [-0.278, 0.129, -0.055], [-0.438, 0.714, 1.997], [-1.064, 0.151, 1.236], [2.121, 1.432, 0.311], [0.677, 1.154, 0.068], [-2.114, 0.387, 0.955], [0.240, 2.022, 0.283], [-0.694, -2.746, -2.129], [-0.366, -1.025, -0.920], [1.100, 1.381, -0.840]], "mulliken_charge": [0.256, -0.532, -0.535, 0.306, -0.887, 1.298, 0.377, -1.262, 0.479, -0.698, 0.311, 0.303, 0.304, -0.076, 0.356]}

---

Which structure loses on stability? w) does.

---

w) {"formula": "C24H33N3O5", "method": "ωB97M-V/def2-TZVPD", "orbital_gap_ha": 0.309, "smiles": "CC[C@@H](C)[C@H](NC(=O)[C@H]1CC(=O)N(c2ccc3c(c2)OCO3)C1)C(=O)NC1CCCCC1", "mol_weight_g_mol": 443.54, "lumo_ev": 0.584, "e_homo_ev": -7.8292, "species": ["C", "H", "H", "H", "H", "O", "H", "C", "C", "H", "H", "H", "H", "H", "C", "H", "H", "H", "C", "C", "C", "C", "C", "H", "H", "O", "H", "C", "C", "C", "N", "H", "H", "O", "H", "C", "H", "N", "H", "H", "H", "H", "C", "O", "C", "C", "H", "H", "N", "C", "C", "H", "C", "C", "H", "O", "H", "H", "C", "H", "C", "C", "H", "C", "H"], "positions_angstrom": [[0.081, 1.483, -0.983], [-1.367, 1.987, -3.230], [-0.819, -0.361, -2.933], [-0.572, 5.602, -3.569], [0.795, -4.502, -1.421], [1.937, -0.937, -1.550], [-1.633, -1.346, -1.215], [-3.257, -1.680, 3.442], [2.095, 2.466, 1.884], [2.025, 1.230, -0.487], [1.985, -3.228, -1.098], [0.757, 0.290, 2.987], [4.435, -0.048, 2.312], [-0.102, 3.766, -2.043], [1.013, 0.195, 1.930], [1.063, 2.004, -5.090], [0.252, -0.428, 1.462], [-0.120, 0.699, -5.035], [3.465, 1.800, 1.770], [0.362, -3.319, 0.310], [-1.809, -3.269, 2.333], [-0.798, 4.589, -3.891], [2.382, -0.462, 1.791], [2.607, -0.628, 0.736], [-1.947, -3.069, -1.501], [-2.926, -3.643, 4.503], [0.006, 2.050, 1.484], [-2.609, -2.915, 3.388], [0.026, 1.763, -4.864], [-1.198, -2.345, -1.151], [0.138, -0.179, -2.670], [-1.302, -4.217, 2.305], [-0.615, 2.308, -5.551], [0.875, -3.713, 1.328], [-4.745, -3.336, 5.420], [0.835, -1.137, -2.017], [-2.151, -0.358, 0.590], [1.122, 1.522, -0.145], [-0.065, -2.844, -2.957], [2.360, -1.439, 2.275], [4.213, 2.434, 2.251], [1.108, 3.764, -3.329], [3.455, 0.419, 2.422], [-3.993, -1.603, 4.597], [0.984, 1.591, 1.299], [-2.296, -1.096, 1.364], [3.750, 1.701, 0.720], [-3.603, 0.202, 2.482], [-0.824, -2.652, 0.214], [-1.655, -2.329, 1.305], [0.051, 3.593, -3.110], [1.869, 2.643, 2.937], [0.468, 1.224, -2.454], [-0.297, 2.132, -3.418], [-1.855, 4.403, -3.718], [-1.087, 1.571, -0.647], [2.105, 3.433, 1.374], [-3.320, -2.629, 6.253], [0.923, -3.469, -1.097], [3.253, 0.526, 3.490], [0.115, -2.487, -1.940], [-3.113, -0.755, 2.439], [-0.603, 4.523, -4.958], [-3.780, -2.824, 5.271], [1.547, 1.336, -2.596]], "mulliken_charge": [-0.288, 0.424, 0.484, 0.414, 0.381, -0.687, 0.415, 1.136, -1.123, 0.401, 0.339, 0.623, 0.406, 0.268, 0.771, 0.344, -1.262, 0.383, -0.599, 0.364, -1.539, -1.441, -0.157, 0.034, 0.388, -0.508, 0.499, 0.932, -1.751, -0.818, 0.003, 0.490, 0.471, -0.659, 0.248, -0.022, 0.292, 0.180, 0.655, 0.504, 0.349, 0.360, -1.040, -0.496, -0.680, 0.179, 0.320, 0.466, 0.459, 0.261, -0.318, 0.436, -0.187, 0.460, 0.340, -0.717, 0.385, 0.252, -1.054, 0.354, 0.045, -1.642, 0.327, -0.278, 0.425]}

---

x) {"formula": "C24H33N3O5", "method": "ωB97M-V/def2-TZVPD", "orbital_gap_ha": 0.303, "smiles": "COc1ccc(-c2nc(CN3CCC(C(=O)NC[C@H]4CCCO4)CC3)c(C)o2)cc1OC", "mol_weight_g_mol": 443.54, "lumo_ev": 0.692, "e_homo_ev": -7.5458, "species": ["H", "H", "H", "H", "C", "H", "C", "C", "C", "H", "H", "H", "H", "O", "H", "H", "H", "C", "H", "H", "H", "C", "O", "H", "H", "C", "H", "C", "C", "H", "H", "C", "H", "C", "O", "C", "H", "H", "C", "H", "C", "H", "C", "N", "H", "C", "H", "C", "C", "H", "H", "O", "N", "C", "H", "H", "C", "O", "H", "H", "C", "C", "C", "C", "N"], "positions_angstrom": [[4.983, 0.570, 1.610], [-3.917, -0.410, -2.964], [4.031, 2.675, 0.698], [5.257, -1.363, -0.005], [1.947, -3.400, 0.884], [-7.481, -1.550, -0.944], [3.680, 1.703, 0.338], [4.783, 0.668, 0.541], [2.878, 0.571, -1.606], [-2.056, -2.460, -0.391], [1.512, -2.826, 1.705], [-1.491, -2.175, 1.256], [-4.767, 2.067, 2.439], [-5.668, -0.804, -1.299], [-5.704, 0.744, 3.176], [3.600, -1.416, -1.941], [2.097, 4.463, 1.282], [-2.163, 1.326, -0.661], [2.887, 3.850, -0.968], [5.692, 1.011, 0.044], [-0.991, -4.518, -0.446], [3.970, -0.487, -1.503], [0.825, -2.308, -0.982], [-3.943, 0.573, 2.971], [2.612, 0.723, -2.655], [-0.485, -3.837, 0.236], [2.224, -4.395, 1.241], [-4.257, 0.518, 0.263], [-4.563, -0.078, -0.977], [1.298, -4.265, -0.997], [1.546, 3.259, 2.455], [1.232, 3.916, 1.644], [1.978, 0.213, -1.083], [-0.109, -1.504, -0.289], [-0.634, 2.659, 0.680], [2.427, 2.926, -1.331], [2.805, 1.406, 0.934], [-0.501, -0.777, -0.999], [0.932, -3.523, -0.278], [-1.773, 0.835, -2.704], [-1.180, -2.464, 0.255], [-2.801, 1.670, 1.334], [-0.904, 2.007, -0.474], [3.122, -2.677, 0.463], [3.610, -3.047, -0.338], [1.081, 2.750, -0.700], [0.387, -0.971, 0.533], [4.390, -0.691, -0.041], [0.634, 3.130, 0.536], [0.498, 4.617, 2.039], [4.841, -0.155, -2.072], [-5.153, 0.378, 1.295], [0.086, 2.042, -1.318], [-3.064, 1.210, 0.396], [-6.431, -1.528, 0.495], [-0.449, -4.299, 1.221], [-6.736, -0.974, -0.395], [2.604, -0.808, 1.605], [-7.167, -0.017, -0.093], [2.296, 2.996, -2.414], [-4.858, 0.980, 2.531], [-2.469, 0.741, -1.886], [3.271, -1.358, 0.753], [-3.653, 0.054, -2.027], [3.355, 1.835, -1.072]], "mulliken_charge": [0.432, 0.419, 0.430, 0.386, -1.264, 0.302, -0.294, -1.480, -0.103, 0.146, 0.478, 0.340, 0.364, -0.478, 0.241, 0.520, 0.278, -0.408, 0.486, 0.480, 0.318, -1.285, -0.453, 0.343, 0.479, -0.998, 0.318, 1.276, 0.538, 0.442, 0.301, -1.664, -0.029, -0.019, -0.342, -1.717, 0.221, 0.221, 0.356, 0.477, -0.243, 0.644, 0.187, -0.111, 0.309, 1.196, 0.008, 0.068, 0.430, 0.467, 0.524, -0.481, -0.436, -0.460, 0.251, 0.305, -0.751, -0.662, 0.275, 0.448, -0.963, -0.596, 0.262, -0.761, 0.027]}

---

Which structure loses on stability? x) does.